Molecular formula: C30H23BrCl3NO6PPd
Method: DFT, ωB97M-V with the def2-TZVPD basis set

Computed properties:
charge = +1
relative energy (zero: lowest compared OMol25 entry of this formula, charge and spin) = 31.19 kcal/mol
orbital gap = 6.319 eV
total energy = -165622.6263 eV
HOMO = -11.663 eV
M = 817.17 g mol⁻¹

Last column: Mulliken charge in e.
Cartesian coordinates (Å):
C -2.9872 -0.1117 1.3557  -0.630
C 1.7072 4.1083 -1.2892  0.390
H -5.5390 -3.0031 1.3641  0.463
C -0.2299 -0.4991 -3.3806  0.400
C -4.3122 0.1505 1.6055  0.128
C -4.8208 -2.1927 1.3548  -0.768
H 3.7297 4.8496 -1.2835  0.469
O 0.9757 0.5456 2.7029  -0.560
C -2.1596 2.1354 5.2621  -0.764
H 0.2784 3.0072 2.3946  0.509
Cl -0.8151 -2.0965 -3.8583  -0.141
C -2.9876 -3.7965 0.8122  -0.792
Cl 0.8031 -0.7898 3.3364  1.957
C -1.1744 3.0923 5.4461  -0.736
C -0.4382 2.8023 3.1815  -0.412
H -2.9279 0.9698 -1.2098  0.577
C -2.1725 2.4093 0.2069  0.508
H -1.3033 -5.0110 0.3472  0.457
C -3.2154 2.9733 -1.8939  -0.960
P -1.7029 1.1284 1.3809  2.573
C -5.2348 -0.9103 1.6011  -1.021
O -0.7478 0.1242 -1.1559  -0.706
N 1.4028 1.9440 -0.2813  0.461
O 1.5815 -0.8675 4.5058  -0.674
C 3.5906 2.9053 -0.4037  -0.786
C -2.2987 1.5086 4.0331  -0.606
H -2.4149 5.7699 -0.1582  0.486
H -2.8098 1.8579 6.0801  0.447
C -2.7801 2.0189 -0.9917  -0.685
H 0.3051 -3.1348 0.2968  0.612
H -1.0648 3.5709 6.4100  0.420
H 1.7081 5.6124 -2.8215  0.454
Pd 0.0729 -0.1479 0.6190  -0.608
H -3.6848 -4.6240 0.8303  0.463
C 2.7122 1.8828 -0.0745  -0.135
Br 3.3990 0.2674 0.6246  -0.035
C -1.2081 -1.6997 0.7618  1.057
C 0.0967 -0.5514 -1.9010  1.050
H 1.0079 6.1392 -1.2962  0.307
C -2.5011 4.7195 -0.4008  -0.847
H -3.4182 5.0680 -2.3078  0.452
Cl 1.1944 0.0128 -4.2796  -0.141
C -0.7369 -2.9415 0.5118  -0.558
C 1.0959 5.2923 -1.9793  -1.500
C 3.0721 4.0345 -1.0072  -0.470
C -3.4665 -2.4905 1.0797  1.161
H 0.4946 4.1280 4.5707  0.464
H -0.1282 3.0230 -1.1295  0.430
H 0.0999 5.0566 -2.3531  0.331
O 1.2494 -1.7076 2.3053  -0.671
C 0.9315 3.0300 -0.9039  -0.345
H -4.6506 1.1593 1.8098  0.604
H -3.0370 0.7295 3.9056  0.477
C -2.0570 3.7708 0.5042  -0.180
H 4.6461 2.7985 -0.2042  0.496
H -1.0252 0.2158 -3.5625  0.214
O -0.5947 -0.9862 3.5840  -0.545
C -0.3032 3.4162 4.4101  -0.855
H -3.6871 2.6626 -2.8163  0.475
C -2.5480 -1.4156 1.0695  -0.569
O 1.0256 -1.1547 -1.4026  -0.601
C -1.6681 -4.0120 0.5429  -1.029
H -1.6406 4.0997 1.4433  0.443
H -6.2769 -0.7062 1.8040  0.444
C -3.0681 4.3238 -1.6049  -0.624
C -1.4632 1.8739 2.9821  0.775